Record 1
This record from the OMol25 dataset describes a molecular structure, C20H31AlF2N. The level of theory is ωB97M-V/def2-TZVPD.

Element x y z (Å)
C (1.59, 0.34, -0.55)
C (1.75, -0.81, -1.56)
C (2.10, -2.17, -0.93)
C (1.06, -3.31, -1.09)
C (0.47, -3.42, -2.50)
Al (-0.37, -3.29, 0.38)
C (-2.17, -2.73, -0.35)
C (-2.20, -1.29, -0.90)
C (-3.02, -1.10, -2.18)
N (-3.49, 0.29, -2.34)
H (2.17, 0.15, 0.34)
H (1.91, 1.28, -1.00)
H (0.54, 0.45, -0.25)
H (0.84, -0.87, -2.16)
H (2.55, -0.53, -2.25)
H (2.23, -1.99, 0.14)
H (3.08, -2.50, -1.29)
H (1.61, -4.24, -0.92)
H (-0.10, -2.54, -2.79)
H (1.23, -3.63, -3.27)
H (-0.24, -4.26, -2.53)
H (0.09, -2.25, 1.55)
H (-0.48, -4.81, 1.01)
H (-2.47, -3.43, -1.14)
H (-2.92, -2.83, 0.44)
H (-2.63, -0.62, -0.15)
H (-1.18, -0.94, -1.11)
H (-2.41, -1.41, -3.03)
H (-3.89, -1.77, -2.13)
H (-3.40, 0.60, -3.30)
H (-2.93, 0.90, -1.77)
F (-1.76, -2.76, 3.51)
C (-1.95, -1.67, 4.25)
C (-1.67, -1.70, 5.60)
C (-1.88, -0.56, 6.36)
C (-2.36, 0.60, 5.76)
C (-2.63, 0.61, 4.40)
C (-2.42, -0.52, 3.63)
H (-1.30, -2.61, 6.04)
H (-1.66, -0.57, 7.42)
H (-2.52, 1.49, 6.35)
H (-2.99, 1.52, 3.92)
H (-2.61, -0.54, 2.56)
F (2.04, 3.93, 0.42)
C (2.54, 4.44, -0.71)
C (3.81, 4.97, -0.71)
C (4.32, 5.49, -1.88)
C (3.56, 5.49, -3.04)
C (2.28, 4.96, -3.02)
C (1.76, 4.43, -1.85)
H (4.39, 4.96, 0.21)
H (5.33, 5.90, -1.89)
H (3.96, 5.90, -3.96)
H (1.68, 4.95, -3.92)
H (0.77, 4.00, -1.82)

Output
HOMO energy	-0.1567	Ha
total energy	-34765.1026	eV
total charge	-1
max |F|	0.0084	Eh/bohr
M	350.5	g/mol

---

Record 2
This record from the OMol25 dataset describes a gas-phase ion, C5H9N2OS (charge +1). The level of theory is ωB97M-V/def2-TZVPD.

Element x y z (Å)
C (-2.47, 2.28, 0.24)
C (1.40, -0.50, -0.46)
C (-1.29, 0.29, -0.60)
C (2.54, 0.39, -0.57)
C (-0.12, -1.74, 1.43)
N (-1.71, 1.47, -0.42)
N (-1.19, -0.60, -1.41)
O (1.10, -1.51, -1.07)
S (0.27, -0.03, 0.98)
H (-2.52, 3.28, -0.15)
H (-3.17, 2.05, 1.04)
H (2.21, 1.38, -0.49)
H (3.27, 0.32, 0.26)
H (3.01, 0.35, -1.56)
H (0.68, -2.11, 2.15)
H (-0.32, -2.39, 0.59)
H (-0.99, -1.62, 1.95)
H (-0.70, -1.30, -1.90)

Output
HOMO energy	-0.5039	Ha
total energy	-21183.7269	eV
total charge	+1
max |F|	0.0832	Eh/bohr
M	145.2	g/mol

---

Record 3
This record from the OMol25 dataset describes a molecular structure, C22H35Br27Cl10O2. The level of theory is ωB97M-V/def2-TZVPD.

Element x y z (Å)
C (1.17, 1.21, -3.39)
Cl (1.34, 1.57, -5.14)
Cl (2.51, 1.85, -2.39)
H (0.16, 1.64, -3.17)
H (1.11, 0.11, -3.38)
C (-3.67, -3.42, -2.44)
Cl (-4.66, -1.91, -2.05)
Cl (-4.60, -4.58, -3.40)
H (-2.81, -3.09, -2.95)
H (-3.35, -3.76, -1.48)
C (0.86, -4.61, -3.33)
Cl (-0.08, -5.40, -2.08)
Cl (0.15, -4.75, -5.00)
H (0.90, -3.53, -3.15)
H (1.84, -5.06, -3.36)
C (3.69, -1.45, -1.58)
Cl (4.10, -1.54, -3.32)
Cl (4.05, -2.90, -0.65)
H (4.21, -0.65, -1.02)
H (2.67, -1.17, -1.46)
C (4.36, 6.22, 0.19)
Cl (4.40, 5.29, -1.36)
Cl (5.67, 5.90, 1.29)
H (4.43, 7.21, -0.17)
H (3.40, 5.99, 0.65)
C (-2.89, -6.11, 1.89)
Br (-3.44, -5.34, 3.63)
Br (-1.64, -7.64, 2.23)
Br (-1.91, -4.81, 0.83)
H (-3.71, -6.51, 1.26)
C (2.41, -4.30, 2.26)
Br (2.80, -6.03, 1.45)
Br (3.87, -3.76, 3.40)
Br (0.72, -4.36, 3.20)
H (2.38, -3.57, 1.47)
C (-1.68, 5.66, -2.72)
Br (-1.19, 4.29, -4.02)
Br (-2.31, 7.33, -3.40)
Br (-0.02, 6.13, -1.80)
H (-2.36, 5.17, -2.09)
C (-4.45, 2.70, 4.75)
Br (-6.16, 3.58, 4.95)
Br (-3.53, 2.77, 3.11)
Br (-4.71, 0.83, 5.33)
H (-3.77, 3.09, 5.55)
C (-0.66, -1.23, 4.38)
Br (0.81, 0.00, 4.44)
Br (-1.86, -0.65, 2.97)
Br (-1.52, -1.21, 6.08)
H (-0.43, -2.29, 4.25)
C (-2.75, -0.52, -5.96)
Br (-4.47, -1.13, -6.53)
Br (-1.39, -1.81, -5.94)
Br (-2.77, 0.55, -4.28)
H (-2.39, 0.20, -6.64)
C (0.59, 3.17, 2.81)
Br (1.82, 2.38, 1.57)
Br (-0.53, 4.46, 1.88)
Br (1.49, 4.16, 4.22)
H (0.06, 2.38, 3.28)
C (-4.37, 2.97, -0.68)
Br (-5.55, 2.20, -2.07)
Br (-4.63, 4.86, -0.62)
Br (-2.53, 2.45, -0.70)
H (-4.74, 2.53, 0.24)
C (-7.52, 0.62, 1.54)
Br (-7.43, 2.49, 2.04)
Br (-5.72, -0.03, 1.02)
Br (-9.03, 0.49, 0.37)
H (-7.85, 0.05, 2.37)
C (6.24, 1.84, 1.01)
C (5.60, 1.29, 2.33)
C (4.71, 0.12, 1.96)
O (4.35, 0.41, 0.61)
C (5.47, 0.99, -0.05)
H (7.28, 1.58, 0.83)
H (6.02, 2.87, 0.81)
H (5.05, 2.05, 2.93)
H (6.40, 0.89, 3.00)
H (3.77, 0.10, 2.60)
H (5.20, -0.87, 1.99)
H (5.00, 1.55, -0.86)
H (6.14, 0.13, -0.37)
C (0.74, -1.38, 0.61)
C (0.08, -0.29, -0.26)
C (-0.67, -1.09, -1.33)
O (-0.75, -2.47, -0.89)
C (0.51, -2.66, -0.15)
H (0.30, -1.45, 1.57)
H (1.84, -1.31, 0.76)
H (0.83, 0.39, -0.63)
H (-0.62, 0.31, 0.35)
H (-0.28, -1.11, -2.35)
H (-1.69, -0.81, -1.42)
H (1.35, -2.90, -0.75)
H (0.27, -3.52, 0.53)

Output
HOMO energy	-0.3688	Ha
total energy	-2043843.8644	eV
total charge	0
max |F|	0.0579	Eh/bohr
M	2843.5	g/mol